Entry a
The following is a quantum chemistry calculation of the molecule C5H6N2O, from the OMol25 dataset.

Summary:
LUMO energy = 0.53 eV
Structure (SMILES) = [H]/N=C1/NC=C[C@@H]2O[C@@H]12
Orbital gap = 9.0 eV

Structure (ORCA input):
```
! wB97M-V def2-TZVPD RIJCOSX def2/J DEFGRID3
* xyz 0 1
H 0.5661 2.5760 -1.5537
N 0.3518 1.4963 -1.8812
C 0.2172 0.6893 -0.8138
N 0.5013 -0.7776 -1.2310
C -0.0567 -1.6503 -0.4559
C -0.4454 -1.4187 0.9418
C 0.2545 -0.1806 1.2973
O -0.3973 1.1253 1.8345
C -0.4560 0.6990 0.4351
H 0.3002 -1.0015 -2.3726
H -0.2797 -2.5383 -0.9066
H -0.4378 -2.1743 1.8323
H 1.3300 -0.0729 1.6957
H -1.3534 0.3454 -0.0122
*
```

Now the Löwdin charges, all in e: H 0.114; N 0.060; C -0.305; N 0.062; C -0.174; C -0.050; C -0.238; O 0.031; C -0.301; H 0.240; H 0.086; H 0.126; H 0.191; H 0.159

---

Entry b
The following is a quantum chemistry calculation of the molecule C5H6N2O, from the OMol25 dataset.

Summary:
LUMO energy = 0.63 eV
Structure (SMILES) = [H]/N=C/N1C=COC1=C
Orbital gap = 8.2 eV

Structure (ORCA input):
```
! wB97M-V def2-TZVPD RIJCOSX def2/J DEFGRID3
* xyz 0 1
H 2.2668 -1.8308 -1.7550
N 1.9372 -0.9005 -1.6621
C 1.1062 -1.0078 -0.5763
N 0.3585 0.0977 -0.1248
C 0.6010 1.4609 -0.3168
C -0.4240 2.1421 0.2465
O -1.2630 1.2127 0.8001
C -0.8207 -0.0772 0.5348
C -1.6229 -1.0888 1.0435
H 0.9530 -1.9553 0.0901
H 1.5455 1.6067 -0.8676
H -0.5659 3.2356 0.4784
H -1.4231 -2.1144 0.6617
H -2.6486 -0.7809 1.4475
*
```

Now the Löwdin charges, all in e: H -0.002; N 0.086; C -0.147; N -0.052; C -0.032; C -0.075; O -0.006; C -0.354; C 0.034; H 0.157; H 0.128; H 0.143; H 0.040; H 0.081

---

Entry c
The following is a quantum chemistry calculation of the molecule C5H6N2O, from the OMol25 dataset.

Summary:
LUMO energy = 0.81 eV
Structure (SMILES) = c1c[nH]c([C@@H]2NO2)c1
Orbital gap = 9.2 eV

Structure (ORCA input):
```
! wB97M-V def2-TZVPD RIJCOSX def2/J DEFGRID3
* xyz 0 1
C -1.0049 1.5705 0.8677
C -1.0854 0.3837 1.5809
N -0.6016 -0.5979 0.8733
C -0.2001 -0.1635 -0.3990
C 0.6055 -1.1198 -1.2740
N 2.1772 -1.0192 -0.9028
O 1.5007 -0.5431 -2.0915
C -0.4370 1.2061 -0.4034
H -1.4872 2.4857 0.9048
H -1.3174 0.0050 2.5445
H -0.5616 -1.5887 1.1538
H 0.2995 -2.1789 -1.4386
H 2.2580 -0.3089 -0.2444
H -0.1456 1.8691 -1.1713
*
```

Now the Löwdin charges, all in e: C -0.059; C -0.156; N 0.033; C -0.205; C -0.224; N 0.088; O -0.076; C -0.036; H 0.068; H 0.109; H 0.177; H 0.144; H 0.045; H 0.093

---

Entry d
The following is a quantum chemistry calculation of the molecule C5H6N2O, from the OMol25 dataset.

Summary:
LUMO energy = 0.75 eV
Orbital gap = 8.9 eV

Structure (ORCA input):
```
! wB97M-V def2-TZVPD RIJCOSX def2/J DEFGRID3
* xyz 0 1
C -1.1069 -1.5562 0.2080
C -0.9110 1.4724 0.5369
C -1.6552 -0.4467 -0.5784
C 1.2476 0.7775 -0.5473
C 2.1902 -0.0958 0.1136
N -0.6588 -2.4728 0.7073
N 0.2471 1.1872 0.1200
O -2.0090 0.7249 0.1539
H -1.1344 2.3509 0.9474
H -0.9947 -0.2791 -1.3886
H -2.5010 -0.9535 -0.9098
H 2.1572 -0.8608 -0.5965
H 2.0267 -0.4556 1.0701
H 3.1023 0.6076 0.1634
*
```

Now the Löwdin charges, all in e: C -0.190; C -0.141; C -0.163; C -0.111; C -0.127; N 0.170; N 0.054; O -0.030; H 0.096; H 0.114; H 0.113; H 0.052; H 0.043; H 0.119

---

In terms of stability, entry b leads; the second structure lies 1.144 eV higher.

---

Entry a
The following is a quantum chemistry calculation of the molecule C5H6N2O, from the OMol25 dataset.

Summary:
LUMO energy = 0.53 eV
Structure (SMILES) = Cc1cc(=O)cn[nH]1
Orbital gap = 9.5 eV

Structure (ORCA input):
```
! wB97M-V def2-TZVPD RIJCOSX def2/J DEFGRID3
* xyz 0 1
C 1.9212 -0.6228 0.0570
C 0.5158 -0.1744 0.0307
C -0.5942 -1.0143 -0.0678
C -1.8450 -0.4008 -0.0062
O -2.9999 -0.7871 0.0564
C -1.7612 1.0304 0.1099
N -0.7963 1.8185 -0.1003
N 0.4302 1.1382 -0.0267
H 2.4658 -0.0609 -0.7793
H 1.8864 -1.6877 -0.1269
H 2.6565 -0.3820 0.9677
H -0.5055 -2.1118 -0.3435
H -2.6781 1.5262 0.0115
H 1.3041 1.7285 0.2174
*
```

Now the Löwdin charges, all in e: C -0.047; C -0.345; C 0.042; C -0.476; O 0.040; C -0.089; N 0.104; N 0.010; H 0.106; H 0.068; H 0.134; H 0.144; H 0.110; H 0.199

---

Entry b
The following is a quantum chemistry calculation of the molecule C5H6N2O, from the OMol25 dataset.

Summary:
LUMO energy = -0.11 eV
Structure (SMILES) = CC(=C/C#N)/C=N/O
Orbital gap = 9.2 eV

Structure (ORCA input):
```
! wB97M-V def2-TZVPD RIJCOSX def2/J DEFGRID3
* xyz 0 1
C 2.4140 -0.0069 -1.0062
C 1.0686 0.1097 -0.1698
C 1.0840 0.2763 1.1741
C -0.2285 0.4263 1.7676
N -0.9619 1.0313 2.5261
C -0.1200 -0.3097 -1.0102
N -1.3365 -0.3517 -0.6591
O -2.0857 -0.7511 -1.6241
H 2.3842 0.4194 -2.0411
H 2.4589 -1.1687 -0.9168
H 2.9943 0.1922 -0.2730
H 1.8390 0.5592 1.7342
H 0.5958 -0.8502 -1.9751
H -2.8067 -0.8745 -1.1371
*
```

Now the Löwdin charges, all in e: C -0.034; C -0.241; C -0.056; C -0.206; N 0.132; C -0.108; N -0.033; O 0.044; H 0.105; H 0.127; H -0.018; H 0.060; H 0.189; H 0.039

---

Entry c
The following is a quantum chemistry calculation of the molecule C5H6N2O, from the OMol25 dataset.

Summary:
LUMO energy = -0.20 eV
Structure (SMILES) = [H]/N=C1/CC(=O)C(=C)N1
Orbital gap = 9.0 eV

Structure (ORCA input):
```
! wB97M-V def2-TZVPD RIJCOSX def2/J DEFGRID3
* xyz 0 1
H 2.8458 -0.9584 -0.1219
N 2.7368 0.0450 -0.1285
C 1.4075 0.1393 0.0289
C 0.6195 1.4513 -0.0008
C -0.8468 1.0240 0.0147
O -1.7331 1.8639 -0.0193
C -0.9080 -0.5099 0.0714
C -2.0045 -1.3320 -0.0434
N 0.4618 -0.8138 0.2863
H 0.6966 1.8092 1.1148
H 0.9640 2.4300 -0.5341
H -2.0797 -2.4948 -0.2285
H -2.9513 -0.8387 -0.2391
H 0.7915 -1.8150 -0.2005
*
```

Now the Löwdin charges, all in e: H 0.011; N 0.112; C -0.443; C -0.037; C -0.341; O 0.083; C -0.245; C 0.083; N 0.052; H 0.168; H 0.166; H 0.103; H 0.055; H 0.233

---

Entry d
The following is a quantum chemistry calculation of the molecule C5H6N2O, from the OMol25 dataset.

Summary:
LUMO energy = 0.85 eV
Structure (SMILES) = [H]/N=C(/N)c1ccoc1
Orbital gap = 9.3 eV

Structure (ORCA input):
```
! wB97M-V def2-TZVPD RIJCOSX def2/J DEFGRID3
* xyz 0 1
H 1.2543 -1.8061 1.2067
N 1.8380 -1.3418 0.5013
C 1.4221 -0.2884 0.0214
N 1.8471 1.0328 -0.5307
C -0.0683 -0.1003 0.3163
C -0.9151 0.8486 0.6921
C -2.1066 0.4849 0.1449
O -2.2054 -0.7307 -0.4170
C -0.8574 -1.1221 -0.3202
H 2.8701 1.0787 -0.7167
H 1.3602 1.2733 -1.3235
H -0.7986 1.8522 1.4122
H -3.2044 0.8449 0.0335
H -0.4359 -2.0260 -1.0204
*
```

Now the Löwdin charges, all in e: H 0.077; N 0.120; C -0.407; N 0.126; C -0.254; C -0.085; C -0.175; O -0.007; C -0.052; H 0.097; H 0.040; H 0.186; H 0.158; H 0.177

---

In terms of stability, entry a leads; the second structure lies 0.204 eV higher.

---

Entry a
The following is a quantum chemistry calculation of a structure of composition C5H6N2O, from the OMol25 dataset.

Summary:
LUMO energy = 0.17 eV
Orbital gap = 8.9 eV

Structure (ORCA input):
```
! wB97M-V def2-TZVPD RIJCOSX def2/J DEFGRID3
* xyz 0 1
C -0.0351 0.0304 -1.1462
C -0.1260 1.5493 0.6896
C 0.7599 0.1865 1.0907
C 0.4969 -0.6795 0.1459
C 0.0587 -2.1637 0.5772
H -0.5844 -0.4122 -3.1266
H -0.8862 2.2035 -1.4028
H -0.9406 1.6988 1.4011
H 0.5429 2.4973 1.2570
H 1.4413 -0.1319 1.9722
H -0.7839 -2.8037 -0.1373
N -0.1516 -0.8279 -2.2483
N -0.2578 1.2428 -0.7538
O 0.4659 -2.3897 1.6812
*
```

Now the Löwdin charges, all in e: C -0.437; C -0.144; C -0.003; C -0.167; C -0.182; H 0.025; H 0.296; H 0.084; H 0.162; H 0.145; H 0.180; N 0.056; N -0.024; O 0.007

---

Entry b
The following is a quantum chemistry calculation of the molecule C5H6N2O, from the OMol25 dataset.

Summary:
LUMO energy = -0.04 eV
Structure (SMILES) = Cn1ncccc1=O
Orbital gap = 8.9 eV

Structure (ORCA input):
```
! wB97M-V def2-TZVPD RIJCOSX def2/J DEFGRID3
* xyz 0 1
C 1.9952 -0.8260 -0.0103
N 0.6391 -0.3509 -0.1116
N -0.2871 -1.2914 -0.0677
C -1.5349 -0.9095 0.0735
C -1.9760 0.4717 -0.0097
C -0.9999 1.4642 -0.1083
C 0.4178 1.0319 -0.0210
O 1.3917 1.8053 0.0629
H 2.1174 -1.6559 -0.7996
H 2.1351 -1.2997 1.0032
H 2.6562 0.0251 -0.1007
H -2.2811 -1.6598 0.1258
H -3.0494 0.6969 0.1161
H -1.2240 2.4982 -0.1527
*
```

Now the Löwdin charges, all in e: C -0.027; N -0.141; N 0.089; C -0.130; C -0.031; C 0.046; C -0.398; O 0.005; H 0.117; H 0.106; H 0.073; H 0.087; H 0.109; H 0.097

---

In terms of stability, entry b leads; the second structure lies 5.127 eV higher.